Formula: C70H186N14O21
Source: the OMol25 dataset
Level of theory: ωB97M-V/def2-TZVPD

## Properties
* LUMO: 0.3 eV
* highest occupied orbital energy: -0.323 Eh
* calculated total energy: -5124.46449 hartree

```
! wB97M-V def2-TZVPD RIJCOSX def2/J DEFGRID3
* xyz 0 1
C 2.17283 -3.01296 -0.12517
O 0.84294 -3.21222 0.27573
C -0.09067 -2.80652 -0.76188
C -1.33790 -2.28858 -0.08262
N -1.13670 -1.13843 0.74197
C -1.10301 0.06020 -0.09998
C -0.60175 1.17381 0.85506
O 0.78174 1.07034 1.14750
C 1.15968 2.01048 2.10473
H 2.89354 -3.41431 0.58729
H 2.33165 -1.94557 -0.27868
H 2.46567 -3.41160 -1.09646
H -0.11585 -3.59309 -1.51605
H 0.31664 -1.91580 -1.24023
H -1.51612 -3.07955 0.64588
H -2.23771 -2.16424 -0.68511
H -0.17106 -1.19504 1.03255
H -2.05590 0.40609 -0.50058
H -0.41636 0.01228 -0.94515
H -1.10208 1.24124 1.82110
H -0.91809 2.11401 0.40333
H 2.09665 2.37685 1.68523
H 1.56644 1.56758 3.01385
H 0.41663 2.78459 2.29635
C 4.80409 -8.81474 6.14259
O 5.05960 -10.14443 6.54929
C 5.91445 -10.86778 5.64591
C 5.87667 -12.40649 5.82057
N 6.84330 -13.02310 6.70600
C 6.57404 -12.77850 8.08702
C 7.33927 -13.81095 8.97454
O 6.87696 -15.06202 8.61927
C 7.62762 -16.05427 9.32958
H 5.79059 -8.43251 5.88026
H 4.37771 -8.34701 7.03001
H 4.04347 -8.67630 5.37422
H 6.95226 -10.53463 5.65297
H 5.59860 -10.66036 4.62350
H 6.20398 -12.78755 4.85321
H 4.82642 -12.68962 5.89054
H 6.86947 -14.01840 6.53635
H 5.55410 -12.84983 8.46484
H 6.78995 -11.73312 8.30761
H 7.14999 -13.66028 10.03735
H 8.42663 -13.73500 8.97349
H 7.41732 -16.01905 10.39852
H 8.71580 -16.03667 9.26921
H 7.31690 -16.97940 8.84408
C -4.15766 -8.68496 -9.59843
O -4.16175 -7.83845 -8.44259
C -5.00460 -8.21406 -7.40575
C -6.51172 -8.21843 -7.71889
N -6.87627 -6.85155 -7.97726
C -7.97763 -6.74932 -8.89584
C -7.53147 -6.81039 -10.40683
O -6.46076 -5.88975 -10.81478
C -6.79582 -4.51166 -10.60841
H -3.34836 -8.48700 -10.30123
H -5.05147 -8.65565 -10.22162
H -4.08600 -9.73853 -9.32828
H -4.65704 -7.60131 -6.57398
H -4.76937 -9.22499 -7.07292
H -7.06669 -8.53594 -6.83611
H -6.66594 -8.82556 -8.61091
H -6.08499 -6.37191 -8.38215
H -8.55154 -5.82557 -8.82232
H -8.72089 -7.54096 -8.80115
H -8.35311 -6.81852 -11.12304
H -7.11682 -7.77230 -10.70831
H -6.77679 -4.18002 -9.57026
H -7.73712 -4.29209 -11.11224
H -6.01216 -4.00091 -11.16797
C 9.99135 -9.46781 -13.41605
O 10.12202 -8.59278 -12.32592
C 9.04622 -8.60005 -11.36685
C 9.33945 -7.48079 -10.31407
N 8.28698 -7.18828 -9.38655
C 8.70946 -6.35142 -8.26704
C 7.45191 -6.15674 -7.35751
O 6.70024 -5.15922 -7.99172
C 5.27600 -5.35665 -8.08581
H 10.00344 -8.91706 -14.35660
H 9.13496 -10.14177 -13.39402
H 10.88810 -10.08574 -13.37040
H 9.08869 -9.62215 -10.99053
H 8.09361 -8.41423 -11.86296
H 9.62920 -6.60650 -10.89695
H 10.27693 -7.64369 -9.78236
H 7.60868 -6.55999 -9.79308
H 9.18493 -5.46935 -8.69595
H 9.40354 -6.98526 -7.71512
H 7.75721 -5.90400 -6.34211
H 6.88473 -7.08481 -7.28617
H 4.86350 -4.88059 -8.97537
H 4.72291 -4.93615 -7.24594
H 5.09279 -6.43021 -8.13056
C 4.53901 16.36923 7.10841
O 3.94349 16.64751 5.78236
C 4.86710 17.39033 4.96191
C 4.51623 17.13173 3.47129
N 5.07135 15.80131 3.06494
C 4.44922 15.17782 1.93367
C 5.02804 13.66572 1.81456
O 4.64108 12.91997 2.96235
C 5.14108 11.56603 3.03167
H 5.43882 15.76778 6.97911
H 3.81050 15.82970 7.71365
H 4.68284 17.28779 7.67731
H 5.92847 17.18968 5.10798
H 4.78782 18.46342 5.13585
H 4.98626 17.89762 2.85438
H 3.45037 17.33257 3.36310
H 4.83012 15.28995 3.90184
H 4.79104 15.72010 1.05208
H 3.36640 15.06057 1.97703
H 6.10933 13.65726 1.67732
H 4.66634 13.18453 0.90586
H 6.21685 11.54967 3.20640
H 4.97624 10.98136 2.12663
H 4.62728 11.10342 3.87434
C 1.47358 5.63642 -3.99275
C 2.77651 4.94659 -4.48390
C 4.11618 5.87589 -4.43817
O 4.40418 6.46002 -3.21827
C 5.69715 7.04366 -3.28864
N 2.78290 3.64748 -3.73687
H 1.57926 5.98756 -2.96629
H 0.66649 4.90413 -3.97182
H 1.04651 6.42786 -4.60865
H 2.68617 4.64362 -5.52704
H 3.98406 6.64003 -5.20416
H 4.98487 5.23132 -4.57234
H 5.97399 7.53755 -2.35723
H 5.68929 7.80914 -4.06458
H 6.46419 6.30965 -3.53558
H 2.81320 3.79486 -2.73813
H 3.69346 3.23208 -3.87262
C -2.35841 9.36003 2.09309
C -2.84286 10.79983 1.67714
C -1.92073 11.91661 2.28254
O -1.94493 11.67755 3.70973
C -0.89457 12.39861 4.32829
N -2.79492 11.00101 0.24163
H -1.33836 9.19498 1.74618
H -3.03234 8.62045 1.66071
H -2.36192 9.22086 3.17416
H -3.89373 10.87714 1.95603
H -2.22410 12.90785 1.94560
H -0.89430 11.78413 1.94049
H 0.01678 11.94325 3.94075
H -0.93266 12.31296 5.41425
H -0.82037 13.47881 4.20269
H -3.39088 10.40442 -0.31426
H -3.12132 11.93713 0.04866
C -4.75346 -12.78260 -0.74624
C -3.32143 -13.29230 -0.32191
C -2.42443 -11.99777 -0.39888
O -1.04618 -12.26073 -0.15325
C -0.34436 -11.05003 0.03198
N -3.39278 -13.69636 1.02590
H -4.76979 -12.23606 -1.68918
H -5.27848 -12.12502 -0.05339
H -5.25426 -13.73402 -0.92538
H -2.95373 -14.09390 -0.96250
H -2.80677 -11.34461 0.38552
H -2.42835 -11.53166 -1.38419
H -0.16535 -10.54146 -0.91533
H 0.61402 -11.34836 0.45696
H -0.73813 -10.19980 0.58888
H -3.94619 -14.53751 1.10532
H -2.48021 -13.93270 1.38846
C -6.92443 5.29592 7.90421
C -7.19420 5.48573 6.40961
C -7.54748 6.98977 6.06927
O -8.93009 7.19780 6.33743
C -9.26379 8.50794 6.10278
N -5.95722 5.14535 5.73677
H -7.86007 5.32458 8.46265
H -6.28450 6.06650 8.33411
H -6.34552 4.38980 8.08288
H -8.01372 4.84235 6.08938
H -7.31851 7.07473 5.00699
H -6.97301 7.74582 6.60452
H -10.30110 8.77293 6.30741
H -8.98223 8.85514 5.10866
H -8.65438 9.20964 6.67228
H -5.08386 5.38421 6.18430
H -5.83476 4.15031 5.61426
C 8.49277 2.99185 0.91564
C 7.70909 2.32823 -0.20322
C 8.55430 1.88822 -1.43497
O 7.80336 1.26257 -2.48795
C 8.73130 0.51609 -3.27860
N 6.98479 1.15378 0.24813
H 9.27767 3.53567 0.38999
H 8.92321 2.47657 1.77431
H 7.87362 3.74082 1.40941
H 6.85121 2.91066 -0.53926
H 9.27740 1.16629 -1.05546
H 9.02954 2.80858 -1.77436
H 9.08999 -0.30126 -2.65301
H 9.45870 1.29660 -3.50178
H 8.05849 0.24518 -4.09226
H 6.76538 0.70670 -0.63055
H 6.06285 1.42291 0.56069
C -6.58842 5.99076 -2.98344
C -7.77743 6.93460 -3.02888
C -8.50682 6.93539 -1.64597
O -9.04781 5.64258 -1.44211
C -9.54360 5.40323 -0.18897
N -7.24088 8.23749 -3.28797
H -5.72320 6.51402 -2.57638
H -6.25115 5.82376 -4.00641
H -6.65710 5.06448 -2.41299
H -8.47249 6.65245 -3.81969
H -9.40218 7.55664 -1.62392
H -7.85491 7.23861 -0.82672
H -10.37641 6.10635 -0.17663
H -8.95252 5.75108 0.65821
H -9.79318 4.35790 -0.00700
H -7.95486 8.94074 -3.16252
H -7.11285 8.26384 -4.28948
C -6.34874 -2.21254 4.42078
C -5.47763 -2.44608 5.72458
C -5.03662 -3.91296 5.99533
O -4.12690 -4.03086 7.06134
C -3.55319 -5.33194 7.07941
N -4.33498 -1.50960 5.60385
H -5.93706 -2.70102 3.53760
H -6.53846 -1.15805 4.22043
H -7.30729 -2.71681 4.54327
H -6.05594 -2.06502 6.56627
H -4.49065 -4.23092 5.10712
H -5.88192 -4.59554 6.08276
H -2.98248 -5.50667 7.99148
H -2.81411 -5.38760 6.28018
H -4.22226 -6.19148 7.11974
H -3.91034 -1.57130 6.51818
H -3.73766 -1.81184 4.84757
C -2.89167 2.42380 -9.44231
C -1.57846 1.66660 -9.15718
C -1.57578 0.69028 -7.86652
O -2.43306 -0.46115 -8.05108
C -2.66150 -1.38587 -6.97188
N -1.29586 0.80561 -10.29921
H -3.19298 2.91947 -8.51947
H -3.64793 1.64995 -9.57398
H -2.86325 3.18238 -10.22450
H -0.77319 2.39219 -9.04248
H -1.90949 1.38383 -7.09469
H -0.57805 0.32096 -7.62939
H -2.46832 -1.01459 -5.96543
H -1.99676 -2.24196 -7.08731
H -3.60110 -1.93369 -7.04363
H -0.56419 0.13266 -10.12061
H -2.08313 0.17562 -10.35764
C 1.88638 -2.45398 10.21600
C 1.43948 -1.16675 9.44725
C 2.07894 -1.10918 8.07030
O 3.44945 -1.08012 8.30206
C 4.22658 -0.92195 7.09513
N 0.02248 -1.34717 9.29510
H 1.49495 -2.46824 11.23320
H 2.97282 -2.37330 10.25104
H 1.69122 -3.43168 9.77543
H 1.70376 -0.28288 10.02780
H 1.61681 -0.27619 7.54052
H 1.81819 -2.04388 7.57387
H 5.24836 -1.17119 7.38143
H 4.18712 0.14595 6.88031
H 3.90149 -1.53443 6.25413
H -0.19510 -2.27075 8.94902
H -0.42656 -1.42582 10.19636
C -0.39955 6.30503 9.05315
C -0.33892 4.85413 9.47671
O -1.09209 4.09335 8.58081
H -0.05221 6.94986 9.86040
H -1.42412 6.57938 8.80195
H 0.26185 6.41800 8.19415
H -0.92099 4.79716 10.39653
H 0.66049 4.48036 9.69935
H -0.97679 3.14647 8.68909
C -8.93387 -0.68826 -3.68689
C -10.04283 0.27608 -3.96159
O -11.15864 -0.43668 -4.36308
H -8.87946 -0.95517 -2.63148
H -7.93200 -0.36444 -3.96885
H -9.05266 -1.66810 -4.14941
H -9.78000 1.02621 -4.70746
H -10.33742 0.86063 -3.09004
H -11.79426 0.12364 -4.81434
*
```

Löwdin atomic charge list, values in e, 6 entries: number 1, C, carries -0.13; number 2, O, carries -0.19; number 3, C, carries -0.19; number 4, C, carries -0.23; number 5, N, carries -0.05; number 6, C, carries -0.19